#one
A single C15H19N3O molecule, computed with wB97M-V/def2-TZVPD.

## Properties
LUMO energy = 0.4851 eV
HOMO = -8.84 eV

The geometry in ORCA input format:
```
! wB97M-V def2-TZVPD RIJCOSX def2/J DEFGRID3
* xyz 0 1
C 1.00 1.89 -2.05
C 2.33 1.49 -1.26
C 2.93 2.90 -0.85
C 3.34 0.77 -2.27
C 1.99 0.62 0.00
O 2.65 -0.28 0.42
C 0.79 1.08 0.91
C 0.50 0.14 2.01
C -0.97 0.14 2.21
C -1.61 1.15 2.84
N -2.90 0.85 3.11
N -3.06 -0.30 2.63
N -1.99 -0.79 1.93
C -2.20 -1.74 0.93
C -3.32 -2.62 1.08
C -3.72 -3.55 0.07
C -2.95 -3.64 -1.10
C -1.82 -2.84 -1.24
C -1.37 -2.06 -0.23
H 1.38 2.29 -2.96
H 0.32 1.02 -2.23
H 0.37 2.63 -1.43
H 3.30 3.54 -1.68
H 2.18 3.49 -0.28
H 3.72 2.66 -0.08
H 3.56 1.42 -3.10
H 2.94 -0.27 -2.56
H 4.32 0.47 -1.83
H 1.00 2.14 1.28
H -0.10 1.21 0.23
H 1.15 0.54 2.76
H 0.81 -0.94 1.89
H -1.07 2.08 3.14
H -4.03 -2.71 1.96
H -4.55 -4.29 0.05
H -3.29 -4.16 -1.99
H -1.26 -2.76 -2.23
H -0.39 -1.62 -0.06
*
```

Atom charges from the natural (NBO) analysis, given in e for atoms 1 to 6: number 1, C, carries -0.611; number 2, C, carries -0.136; number 3, C, carries -0.613; number 4, C, carries -0.620; number 5, C, carries 0.627; number 6, O, carries -0.543



#two
A single C15H19N3O molecule, computed with wB97M-V/def2-TZVPD.

## Properties
LUMO energy = 0.7252 eV
HOMO = -8.13 eV

The geometry in ORCA input format:
```
! wB97M-V def2-TZVPD RIJCOSX def2/J DEFGRID3
* xyz 0 1
C 0.71 2.26 3.88
C 0.24 2.49 2.47
C 0.26 3.77 1.93
C -0.17 3.98 0.63
C -0.62 2.93 -0.15
C -0.64 1.65 0.38
N -1.08 0.53 -0.33
C -1.46 0.43 -1.62
O -1.53 1.35 -2.42
C -1.81 -1.00 -2.01
C -0.56 -1.80 -2.36
N 0.24 -2.13 -1.21
N -0.25 -2.08 0.04
C 0.72 -2.48 0.84
C 0.55 -2.53 2.32
C 1.86 -2.81 0.09
C 1.52 -2.58 -1.22
C 2.30 -2.74 -2.47
C -0.21 1.44 1.69
H 0.46 1.25 4.21
H 1.80 2.38 3.94
H 0.26 2.98 4.56
H 0.61 4.60 2.53
H -0.15 4.98 0.22
H -0.95 3.10 -1.16
H -0.99 -0.36 0.17
H -2.45 -0.96 -2.90
H -2.35 -1.50 -1.20
H -0.86 -2.74 -2.86
H 0.06 -1.23 -3.06
H 0.81 -3.52 2.69
H 1.20 -1.81 2.80
H -0.49 -2.32 2.57
H 2.80 -3.17 0.46
H 1.81 -3.44 -3.15
H 2.40 -1.79 -2.99
H 3.29 -3.11 -2.24
H -0.23 0.44 2.10
*
```

Atom charges from the natural (NBO) analysis, given in e for atoms 1 to 6: number 1, C, carries -0.629; number 2, C, carries -0.001; number 3, C, carries -0.248; number 4, C, carries -0.181; number 5, C, carries -0.255; number 6, C, carries 0.156



Verdict on stability: #one comes out at the bottom.